The following is a quantum chemistry calculation of a single C15H18ClN3 molecule, from the OMol25 dataset.

As for the LUMO energy: 0.4 eV. Its strongest force on any atom is 1.175 eV/A. The value obtained for the frontier orbital gap is 8.2893 eV. As for the multiplicity: 1. Its SMILES is Cc1ccc2c(Cl)c(C)c(N3CCCCC3)nc2n1.

Last column: Mulliken charge in e.
Positions of all 37 atoms, in Å:
C (-3.83, -3.41, 0.07)  -1.177
C (-3.15, -2.08, 0.09)  0.621
N (-1.85, -2.08, -0.10)  -0.596
C (-1.18, -0.91, -0.09)  -0.625
N (0.15, -0.98, -0.22)  -0.365
C (0.88, 0.11, -0.22)  0.328
N (2.23, -0.09, -0.32)  0.289
C (2.65, -1.45, -0.61)  -0.687
H (2.12, -1.77, -1.50)  0.490
C (4.15, -1.49, -0.82)  -0.856
C (4.89, -1.14, 0.49)  -0.508
C (4.03, -0.19, 1.33)  -0.935
C (3.19, 0.71, 0.43)  -0.763
H (3.85, 1.25, -0.26)  0.273
H (2.65, 1.43, 1.04)  0.507
H (3.37, -0.75, 1.98)  0.328
H (4.67, 0.44, 1.96)  0.400
H (5.85, -0.68, 0.25)  0.282
H (5.08, -2.05, 1.06)  0.306
H (4.45, -2.48, -1.16)  0.392
H (4.42, -0.78, -1.60)  0.280
H (2.35, -2.13, 0.20)  0.360
C (0.30, 1.43, -0.22)  0.775
C (-1.05, 1.49, -0.02)  0.417
C (-1.85, 0.33, 0.08)  0.964
C (-3.24, 0.31, 0.29)  -0.737
C (-3.89, -0.90, 0.30)  -0.658
H (-4.95, -0.96, 0.45)  0.413
H (-3.78, 1.23, 0.44)  0.392
Cl (-1.84, 3.04, 0.03)  -0.251
C (1.09, 2.66, -0.54)  -1.859
H (1.98, 2.42, -1.10)  0.358
H (1.37, 3.21, 0.36)  0.315
H (0.47, 3.33, -1.14)  0.589
H (-4.59, -3.43, -0.72)  0.309
H (-4.33, -3.58, 1.02)  0.306
H (-3.10, -4.19, -0.11)  0.327

---

The following is a quantum chemistry calculation of 2 unconnected molecules or ions with the total composition C9H20NP, from the OMol25 dataset.

As for the LUMO energy: 0.5 eV. Its strongest force on any atom is 5.002 eV/A. The value obtained for the frontier orbital gap is 8.5552 eV. As for the multiplicity: 1. Its SMILES is C/P=N/C(C)(C)C.C=C(C)C.

Last column: Mulliken charge in e.
Positions of all 31 atoms, in Å:
C (0.50, 3.08, 0.93)  -1.085
C (-0.28, -0.82, 3.34)  -1.608
C (-1.96, -1.00, 1.51)  -1.641
C (0.45, -1.82, 1.07)  -1.437
C (1.70, -0.53, -3.11)  -1.166
C (-0.81, -0.33, -2.69)  -1.166
C (0.59, 1.52, -2.16)  -1.577
C (-0.42, -0.73, 1.79)  1.285
C (0.53, 0.29, -2.65)  1.125
N (-0.22, 0.65, 1.47)  -0.063
P (0.94, 1.28, 0.64)  0.099
H (-0.27, 3.00, 1.72)  0.354
H (1.41, 3.49, 1.25)  0.337
H (-1.04, -0.28, 3.76)  0.481
H (-0.34, -1.97, 3.60)  0.284
H (0.72, -0.54, 3.62)  0.399
H (-2.25, -0.72, 0.51)  0.260
H (-2.48, -0.50, 2.24)  0.455
H (-2.15, -2.02, 1.78)  0.467
H (-0.12, -2.78, 1.17)  0.354
H (0.64, -1.75, 0.05)  0.239
H (1.40, -1.70, 1.52)  0.485
H (1.51, -0.82, -4.15)  0.353
H (2.56, 0.16, -3.01)  0.304
H (1.90, -1.55, -2.48)  0.225
H (-1.49, 0.09, -3.44)  0.379
H (-1.27, 0.05, -1.81)  0.160
H (-0.87, -1.41, -2.63)  0.370
H (0.03, 3.55, 0.13)  0.350
H (1.42, 2.20, -2.01)  0.451
H (-0.34, 1.93, -1.97)  0.527

---

The following is a quantum chemistry calculation of a molecular structure, C23H43N4O6P2PtS, from the OMol25 dataset.

As for the LUMO energy (alpha / beta): -1.8 / -5.1 eV. Its charge is +1. Its strongest force on any atom is 1.789 eV/A. The value obtained for the frontier orbital gap (alpha / beta) is 6.8204 / 5.1805 eV. As for the multiplicity: 3. Its expectation value of S² is 2.02.

Last column: Mulliken charge in e.
Positions of all 80 atoms, in Å:
Pt (-0.57, 0.34, -1.84)  1.782
C (2.27, 2.26, -7.57)  -1.193
C (1.06, 2.05, -6.67)  -0.228
N (1.34, 1.07, -5.65)  -0.118
C (0.72, 1.06, -4.46)  0.461
S (0.66, -0.50, -3.59)  -0.532
N (0.17, 2.13, -3.96)  -0.833
N (-0.49, 2.00, -2.83)  0.711
C (-1.05, 3.07, -2.21)  0.909
C (-0.85, 4.44, -2.76)  -1.553
C (-1.86, 2.76, -1.11)  0.377
C (-2.66, 3.70, -0.40)  -0.885
C (-3.57, 3.27, 0.52)  -0.642
C (-3.70, 1.88, 0.77)  -1.270
C (-2.85, 1.02, 0.12)  -0.297
N (-1.93, 1.41, -0.76)  -0.208
H (2.00, 2.90, -8.41)  0.382
H (2.61, 1.30, -7.97)  0.315
H (3.08, 2.71, -7.02)  0.317
H (0.20, 1.72, -7.27)  0.234
H (0.79, 2.98, -6.16)  0.260
H (1.73, 0.19, -5.96)  0.255
H (0.18, 4.53, -3.13)  0.401
H (-1.03, 5.19, -2.01)  0.496
H (-1.51, 4.61, -3.61)  0.298
H (-2.57, 4.74, -0.63)  0.291
H (-4.20, 3.96, 1.05)  0.441
H (-4.44, 1.51, 1.46)  0.501
H (-2.91, -0.05, 0.31)  0.913
C (-0.64, 2.50, 3.76)  -1.164
C (0.85, 2.34, 3.50)  0.383
C (1.51, 1.37, 4.48)  -1.056
O (1.06, 1.97, 2.13)  -0.515
P (1.01, 0.59, 1.36)  0.199
O (1.05, 0.94, -0.06)  -0.934
C (-0.42, -0.41, 1.92)  -0.460
P (-0.62, -1.78, 0.73)  -0.349
O (-0.45, -1.50, -0.71)  -1.222
O (-2.09, -2.29, 1.09)  -0.312
C (-2.72, -3.24, 0.18)  0.751
C (-3.47, -2.49, -0.91)  -1.339
C (-3.65, -4.12, 1.00)  -1.585
O (0.39, -2.93, 1.08)  -0.105
C (0.35, -3.63, 2.33)  0.750
C (0.23, -5.12, 2.03)  -1.589
C (1.61, -3.31, 3.13)  -1.093
O (2.22, -0.32, 1.84)  0.392
C (3.46, -0.25, 1.10)  0.442
C (4.59, -0.37, 2.11)  -1.414
C (3.49, -1.36, 0.06)  -1.051
H (-0.80, 3.08, 4.66)  0.495
H (-1.12, 1.53, 3.87)  0.178
H (-1.09, 3.03, 2.92)  0.270
H (1.35, 3.31, 3.57)  0.400
H (1.03, 0.40, 4.44)  0.193
H (1.42, 1.77, 5.48)  0.505
H (2.57, 1.25, 4.25)  0.153
H (-1.32, 0.21, 1.93)  0.615
H (-0.25, -0.81, 2.91)  0.779
H (-1.93, -3.84, -0.28)  0.386
H (-4.28, -1.90, -0.47)  0.313
H (-3.90, -3.21, -1.61)  0.508
H (-2.80, -1.84, -1.45)  0.155
H (-4.38, -3.51, 1.51)  0.355
H (-3.10, -4.70, 1.74)  0.358
H (-4.18, -4.81, 0.34)  0.419
H (-0.53, -3.30, 2.89)  0.381
H (1.09, -5.45, 1.46)  0.350
H (-0.66, -5.32, 1.45)  0.345
H (0.18, -5.68, 2.96)  0.398
H (2.48, -3.78, 2.68)  0.336
H (1.50, -3.67, 4.15)  0.434
H (1.78, -2.24, 3.15)  0.101
H (3.50, 0.73, 0.60)  0.433
H (4.51, -1.32, 2.64)  0.256
H (4.56, 0.44, 2.84)  0.357
H (5.55, -0.33, 1.59)  0.439
H (3.41, -2.32, 0.56)  0.148
H (4.41, -1.32, -0.51)  0.549
H (2.65, -1.25, -0.62)  0.073

---

Q: multiplicity of number 1 (C15H18ClN3)?
A: 1

---

Q: The lowest strongest force on any atom belongs to which entry?
A: C15H18ClN3

---

Q: Which of these has the lowest strongest force on any atom?
A: C15H18ClN3